(1)
{"formula": "C24H40O5", "method": "ωB97M-V with the def2-TZVPD basis set", "homo_energy_ev": -9.571, "lumo_energy_ev": 0.59, "homo_lumo_gap_ev": 10.159, "smiles": "C[C@H](CCC(=O)O)[C@H]1CC[C@H]2[C@@H]3[C@H](O)C[C@@H]4C[C@H](O)CC[C@]4(C)[C@H]3C[C@H](O)[C@]12C", "species": ["C", "C", "C", "C", "C", "O", "O", "C", "C", "C", "C", "C", "C", "O", "C", "C", "C", "C", "O", "C", "C", "C", "C", "C", "C", "C", "O", "C", "C", "H", "H", "H", "H", "H", "H", "H", "H", "H", "H", "H", "H", "H", "H", "H", "H", "H", "H", "H", "H", "H", "H", "H", "H", "H", "H", "H", "H", "H", "H", "H", "H", "H", "H", "H", "H", "H", "H", "H", "H"], "positions_angstrom": [[-3.70, -1.54, -1.87], [-3.84, -1.16, -0.39], [-5.15, -0.39, -0.18], [-5.26, 0.92, -0.96], [-5.44, 2.12, -0.08], [-5.42, 2.14, 1.12], [-5.63, 3.23, -0.81], [-2.65, -0.35, 0.14], [-2.78, -0.04, 1.65], [-1.36, 0.05, 2.22], [-0.47, -0.02, 0.98], [1.00, -0.38, 1.17], [1.66, 0.57, 2.18], [1.34, 1.91, 1.84], [3.17, 0.32, 2.25], [3.87, 0.37, 0.89], [3.94, 1.81, 0.37], [4.65, 1.91, -0.98], [4.74, 3.25, -1.42], [3.94, 1.01, -1.99], [3.92, -0.42, -1.47], [3.21, -0.60, -0.12], [3.47, -2.05, 0.32], [1.69, -0.30, -0.20], [0.95, -1.19, -1.21], [-0.55, -0.88, -1.34], [-0.76, 0.42, -1.87], [-1.23, -0.97, 0.04], [-1.24, -2.42, 0.52], [-4.67, -1.85, -2.27], [-3.34, -0.71, -2.46], [-3.02, -2.37, -2.00], [-3.92, -2.09, 0.19], [-5.98, -1.05, -0.45], [-5.27, -0.16, 0.88], [-4.36, 1.10, -1.55], [-6.09, 0.91, -1.67], [-5.74, 4.00, -0.23], [-2.60, 0.59, -0.41], [-3.33, 0.89, 1.80], [-3.34, -0.84, 2.14], [-1.20, 0.98, 2.77], [-1.15, -0.78, 2.89], [-0.49, 0.97, 0.50], [1.08, -1.38, 1.58], [1.23, 0.36, 3.18], [1.76, 2.49, 2.48], [3.33, -0.65, 2.71], [3.63, 1.07, 2.91], [4.90, 0.03, 1.03], [2.93, 2.22, 0.26], [4.47, 2.43, 1.10], [5.69, 1.59, -0.87], [3.85, 3.60, -1.49], [4.47, 1.06, -2.94], [2.93, 1.38, -2.15], [3.47, -1.08, -2.22], [4.96, -0.75, -1.34], [3.19, -2.74, -0.47], [4.53, -2.19, 0.52], [2.92, -2.32, 1.21], [1.57, 0.74, -0.54], [1.06, -2.24, -0.93], [1.40, -1.07, -2.20], [-0.98, -1.62, -2.03], [-0.20, 0.52, -2.64], [-1.82, -2.52, 1.43], [-1.69, -3.07, -0.24], [-0.24, -2.79, 0.72]]}

***

(2)
{"formula": "C24H41As3F3IN4PdS", "method": "ωB97M-V with the def2-TZVPD basis set", "homo_energy_ev": [-12.670, -12.686], "s_squared": 2.010, "lumo_energy_ev": [-5.24, -6.82], "charge": 2, "spin_multiplicity": 3, "homo_lumo_gap_ev": [7.428, 5.867], "species": ["Pd", "C", "As", "C", "C", "C", "C", "C", "As", "C", "C", "C", "As", "C", "C", "H", "H", "H", "H", "H", "H", "H", "H", "H", "H", "H", "H", "H", "H", "H", "H", "H", "H", "H", "H", "H", "H", "H", "H", "H", "H", "H", "C", "N", "C", "N", "S", "H", "H", "H", "H", "H", "H", "F", "C", "F", "F", "C", "C", "C", "N", "C", "C", "H", "H", "H", "H", "I", "C", "C", "C", "C", "C", "N", "H", "H", "H", "H"], "positions_angstrom": [[-0.85, -0.75, 0.49], [1.35, 0.97, 3.93], [0.08, 0.88, 2.41], [-1.49, 1.46, 3.41], [0.39, 2.62, 1.52], [1.51, 2.81, 0.49], [1.47, 4.29, 0.06], [1.29, 2.00, -0.80], [1.10, 0.04, -0.79], [2.81, -0.65, -0.15], [1.41, -0.24, -2.71], [2.87, 2.48, 1.10], [3.50, 3.68, 2.58], [4.55, 4.98, 1.55], [5.01, 2.58, 3.19], [2.36, 0.66, 3.67], [0.99, 0.32, 4.73], [1.37, 2.00, 4.29], [-1.30, 2.45, 3.83], [-1.70, 0.77, 4.23], [-2.37, 1.51, 2.76], [0.55, 3.34, 2.33], [-0.57, 2.85, 1.04], [0.51, 4.53, -0.39], [2.26, 4.50, -0.66], [1.61, 4.94, 0.93], [2.12, 2.20, -1.48], [0.37, 2.37, -1.27], [3.61, 0.06, -0.38], [3.03, -1.59, -0.65], [2.77, -0.82, 0.93], [2.44, 0.06, -2.94], [0.75, 0.37, -3.32], [1.28, -1.29, -2.98], [3.64, 2.52, 0.32], [2.83, 1.46, 1.50], [3.93, 5.73, 1.08], [5.13, 4.46, 0.79], [5.24, 5.48, 2.23], [4.69, 1.68, 3.72], [5.62, 3.17, 3.87], [5.64, 2.29, 2.34], [-4.57, 0.97, -3.69], [-3.58, 1.25, -2.67], [-3.51, 0.71, -1.46], [-4.35, -0.25, -1.06], [-2.27, 1.25, -0.43], [-4.27, 1.49, -4.60], [-5.56, 1.33, -3.40], [-4.62, -0.09, -3.90], [-2.95, 2.02, -2.83], [-5.16, -0.51, -1.60], [-4.33, -0.53, -0.09], [-4.02, -5.24, -4.55], [-3.44, -4.07, -4.79], [-4.34, -3.26, -5.36], [-2.47, -4.27, -5.68], [-2.89, -3.43, -3.53], [-3.09, -3.98, -2.27], [-2.56, -3.31, -1.18], [-1.88, -2.17, -1.28], [-1.72, -1.64, -2.49], [-2.20, -2.23, -3.64], [-3.64, -4.90, -2.14], [-2.70, -3.71, -0.18], [-1.18, -0.70, -2.53], [-2.04, -1.78, -4.61], [-2.52, -1.95, 2.37], [-0.84, -3.28, 2.20], [-0.76, -4.44, 2.94], [0.35, -5.25, 2.72], [1.28, -4.87, 1.77], [1.09, -3.69, 1.07], [0.05, -2.89, 1.30], [-1.53, -4.72, 3.65], [0.47, -6.16, 3.29], [2.14, -5.49, 1.57], [1.77, -3.38, 0.29]]}

***

(3)
{"formula": "C24H41Br3NO4", "method": "ωB97M-V with the def2-TZVPD basis set", "homo_energy_ev": [-8.310, -8.321], "s_squared": 0.754, "lumo_energy_ev": [-0.25, -0.25], "spin_multiplicity": 2, "homo_lumo_gap_ev": [8.058, 8.068], "species": ["C", "C", "O", "O", "C", "O", "C", "C", "C", "C", "C", "C", "C", "C", "C", "C", "C", "C", "C", "C", "C", "C", "N", "O", "C", "C", "C", "C", "H", "H", "H", "H", "H", "H", "H", "H", "H", "H", "H", "H", "H", "H", "H", "H", "H", "H", "H", "H", "H", "H", "H", "H", "H", "H", "H", "H", "H", "H", "H", "H", "H", "H", "H", "H", "H", "H", "H", "H", "C", "Br", "Br", "Br", "H"], "positions_angstrom": [[3.44, 5.02, 0.80], [3.50, 3.58, 1.30], [4.42, 3.14, 1.81], [2.32, 2.81, 1.12], [2.35, 2.16, -0.09], [3.29, 2.29, -0.78], [1.14, 1.35, -0.50], [1.28, -0.18, -0.22], [1.25, -0.43, 1.32], [-0.11, -0.82, 1.95], [-1.28, 0.18, 1.71], [-1.40, 1.26, 2.81], [-2.62, -0.66, 1.78], [-3.46, -0.40, 0.49], [-3.92, 1.06, 0.43], [-3.97, 1.65, -0.75], [-3.56, 3.12, -0.95], [-4.46, 0.94, -2.02], [0.19, -0.91, -1.06], [0.59, -2.29, -1.64], [0.72, -3.41, -0.56], [-0.62, -2.74, -2.51], [1.79, -2.25, -2.52], [1.54, -2.39, -3.77], [2.68, -1.11, -2.24], [2.50, 0.09, -3.20], [4.14, -1.62, -2.51], [2.66, -0.74, -0.74], [3.08, 4.98, -0.24], [4.43, 5.47, 0.89], [2.71, 5.55, 1.42], [0.28, 1.78, 0.02], [0.98, 1.56, -1.56], [1.99, -1.17, 1.66], [1.56, 0.51, 1.81], [-0.35, -1.85, 1.65], [0.06, -0.87, 3.04], [-1.27, 0.60, 0.70], [-1.41, 0.82, 3.81], [-0.62, 2.03, 2.74], [-2.37, 1.75, 2.67], [-2.43, -1.74, 1.78], [-3.20, -0.44, 2.69], [-2.87, -0.59, -0.41], [-4.30, -1.12, 0.49], [-4.23, 1.59, 1.33], [-3.43, 3.34, -2.02], [-2.62, 3.33, -0.43], [-4.36, 3.78, -0.60], [-5.26, 0.24, -1.77], [-4.85, 1.71, -2.70], [-3.63, 0.44, -2.55], [-0.78, -1.04, -0.57], [-0.01, -0.27, -1.94], [0.51, -4.35, -1.09], [1.75, -3.52, -0.19], [-0.03, -3.33, 0.23], [-0.94, -1.97, -3.23], [-1.46, -2.85, -1.79], [-0.48, -3.73, -2.95], [2.88, -0.23, -4.17], [1.46, 0.39, -3.36], [3.11, 0.94, -2.89], [4.80, -0.75, -2.38], [4.44, -2.39, -1.79], [4.24, -1.96, -3.55], [3.51, -0.12, -0.43], [2.78, -1.70, -0.20], [-1.72, -2.65, 5.27], [-0.46, -1.19, 5.45], [-1.47, -3.64, 3.63], [-1.67, -3.81, 6.81], [-2.71, -2.21, 5.24]]}

***

Computed values of total energy (unit: eV) for the preceding records, in sequence: -35776.85492 -244585.26965 -245357.00357.